Entry 1:
The following is a DFT calculation (ωB97M-V/def2-TZVPD) of 2 unconnected molecules or ions with the total composition C3H10NO.

Positions of all 15 atoms, in Å:
N -1.08 -2.03 -1.91
H -2.01 -2.44 -1.96
H -1.13 -1.24 -1.24
H -0.87 -1.67 -2.83
C -0.80 0.84 0.93
O -1.32 0.05 -0.04
C 0.66 1.26 0.67
C 1.58 0.06 0.55
H -0.80 0.36 1.94
H -1.37 1.79 1.09
H 1.02 1.94 1.46
H 0.66 1.83 -0.27
H 2.60 0.35 0.28
H 1.21 -0.65 -0.18
H 1.66 -0.45 1.52

Values from the calculation:
energy relative to the best compared isomer or geometry (same formula, charge and spin): 0.8 kcal/mol
HOMO level: -2.594 eV
total charge: -1
HOMO-LUMO gap: 7.20 eV
LUMO level: 4.6 eV


Entry 2:
The following is a DFT calculation (ωB97M-V/def2-TZVPD) of 5 unconnected molecules or ions with the total composition C33H64F3IN2O10PS4 at a distorted geometry.

Positions of all 118 atoms, in Å:
C -7.05 -4.27 1.57
C -6.09 -4.64 2.18
C -4.90 -5.03 2.94
C -4.15 -3.83 3.55
C -2.67 -4.16 3.85
C -1.51 -3.37 3.18
C -0.23 -3.95 3.99
C 0.45 -2.95 4.95
C 0.82 -4.60 3.07
C 1.98 -5.19 3.91
O -1.31 -3.71 1.83
P -1.55 -2.48 0.60
C 0.32 -2.27 0.39
C 1.16 -1.53 1.45
C 1.26 0.00 1.23
C 0.52 0.83 2.28
N 1.20 2.16 2.45
C 1.91 2.23 3.72
C 0.26 3.23 2.30
C -0.77 3.46 3.40
O 0.30 3.93 1.32
C -3.51 -2.95 0.60
C -4.04 -3.29 -0.75
O -4.67 -2.62 -1.49
I -3.59 -5.35 -1.44
C -2.01 -1.03 -0.58
F -1.38 0.18 -0.17
C -1.62 -1.21 -2.04
C -2.41 -0.22 -2.92
O -1.71 -1.33 1.93
C -1.62 -1.84 3.21
N -2.81 -1.27 3.98
C -2.47 -0.85 5.27
O -1.95 0.16 5.61
F -2.76 -1.78 6.19
C -3.53 -0.31 3.22
O -4.53 -0.54 2.63
F -3.05 0.94 3.27
H -7.94 -4.09 1.01
H -4.25 -5.62 2.28
H -5.23 -5.71 3.73
H -4.64 -3.62 4.50
H -4.30 -2.95 2.94
H -2.48 -5.19 3.53
H -2.52 -4.13 4.93
H -0.57 -4.77 4.62
H -0.25 -2.24 5.38
H 0.84 -3.51 5.81
H 1.30 -2.43 4.51
H 0.38 -5.44 2.53
H 1.26 -3.88 2.38
H 2.53 -5.90 3.28
H 1.62 -5.73 4.79
H 2.69 -4.41 4.20
H -1.46 -3.42 -0.49
H 0.69 -3.29 0.32
H 0.56 -1.80 -0.57
H 0.88 -1.77 2.48
H 2.18 -1.91 1.34
H 2.30 0.30 1.29
H 0.93 0.25 0.23
H 0.60 0.31 3.24
H -0.52 0.99 2.01
H 2.34 3.22 3.88
H 1.28 1.99 4.59
H 2.72 1.50 3.69
H -1.32 2.54 3.57
H -1.41 4.29 3.12
H -0.23 3.69 4.32
H -4.16 -2.17 0.99
H -3.62 -3.87 1.16
H -3.08 -0.81 -0.51
H -0.56 -0.97 -2.15
H -1.82 -2.22 -2.39
H -3.46 -0.53 -2.96
H -2.39 0.77 -2.47
H -2.00 -0.16 -3.93
H -0.75 -1.33 3.65
C 6.69 -0.53 0.74
S 5.34 -1.67 0.42
O 4.13 -1.10 1.08
C 5.94 -2.98 1.49
H 6.49 0.39 0.20
H 6.75 -0.32 1.81
H 7.63 -0.97 0.39
H 6.04 -2.61 2.51
H 6.89 -3.35 1.12
H 5.20 -3.78 1.47
C 1.29 2.73 -6.43
S -0.20 1.86 -5.94
O 0.20 0.88 -4.90
C -0.40 0.95 -7.48
H 1.62 3.34 -5.59
H 2.06 2.01 -6.69
H 1.08 3.38 -7.28
H 0.49 0.35 -7.66
H -0.57 1.65 -8.30
H -1.27 0.30 -7.37
C 3.42 7.41 -8.89
S 1.89 6.58 -8.44
O 2.24 5.57 -7.41
C 1.70 5.69 -9.99
H 3.75 7.99 -8.03
H 4.18 6.67 -9.14
H 3.24 8.08 -9.74
H 2.58 5.07 -10.17
H 1.57 6.40 -10.81
H 0.81 5.07 -9.91
C 0.50 6.84 -0.43
S 2.01 6.51 -1.34
O 2.90 7.69 -1.16
C 1.28 6.66 -2.98
H 0.74 6.83 0.63
H 0.12 7.82 -0.72
H -0.22 6.05 -0.64
H 0.83 7.65 -3.09
H 0.52 5.89 -3.11
H 2.07 6.53 -3.71

Values from the calculation:
HOMO level: -4.958 eV
total charge: -1
HOMO-LUMO gap: 6.46 eV
LUMO level: 1.5 eV


Q: What is the HOMO level in the first record?
A: -2.594 eV


Q: The highest LUMO level belongs to which entry?
A: C3H10NO


Q: Among the records above, which one has the lowest HOMO-LUMO gap?
A: C33H64F3IN2O10PS4